Computed, not measured: a 2-piece molecular cluster, C30H31BF2O2S overall in a non-equilibrium geometry, with ωB97M-V/def2-TZVPD.

gap between HOMO and LUMO = 1.98 eV
LUMO level = -4.13 eV
charge = 0
calculated total energy = -52652.785 eV
2S+1 = 1
E_HOMO = -0.2246 hartree

Atoms and positions in Å:
F (-5.244, 0.470, -4.441)
C (-3.946, 0.056, -4.296)
C (-3.677, -1.314, -4.309)
C (-2.371, -1.724, -4.094)
C (-1.314, -0.795, -3.808)
C (-0.019, -1.324, -3.494)
C (1.267, -0.781, -3.817)
C (2.360, -1.706, -3.927)
C (3.666, -1.294, -4.133)
C (3.910, 0.076, -4.240)
F (5.207, 0.504, -4.348)
C (2.891, 1.028, -4.209)
C (1.573, 0.595, -4.073)
C (-1.656, 0.592, -3.842)
C (-2.958, 1.017, -4.093)
H (-4.477, -2.030, -4.481)
H (-2.112, -2.775, -4.202)
H (-0.009, -2.388, -3.224)
H (2.129, -2.769, -3.920)
H (4.483, -2.007, -4.203)
H (3.124, 2.085, -4.320)
H (0.788, 1.314, -4.275)
H (-0.893, 1.351, -3.712)
H (-3.204, 2.076, -4.123)
C (0.730, 0.581, 7.617)
C (0.259, 0.752, 6.216)
C (-0.843, 1.461, 5.775)
C (-1.085, 1.338, 4.356)
C (-0.195, 0.476, 3.745)
B (-0.110, 0.055, 2.160)
C (-0.836, -1.444, 2.024)
C (-0.089, -2.606, 2.166)
C (-0.710, -3.857, 2.001)
C (-2.072, -3.935, 1.695)
C (-2.812, -2.756, 1.561)
C (-2.192, -1.508, 1.737)
O (-0.853, 1.078, 1.464)
C (0.013, 1.451, 0.405)
C (-0.271, 0.541, -0.783)
C (-0.268, 2.892, 0.034)
C (1.487, 1.170, 1.031)
C (2.585, 0.912, 0.012)
C (1.928, 2.292, 1.963)
O (1.280, -0.010, 1.795)
S (1.041, -0.025, 4.861)
H (0.127, 1.187, 8.296)
H (0.632, -0.470, 7.910)
H (1.778, 0.882, 7.714)
H (-1.458, 2.050, 6.457)
H (-1.896, 1.874, 3.853)
H (0.971, -2.538, 2.428)
H (-0.120, -4.766, 2.118)
H (-2.550, -4.901, 1.555)
H (-3.875, -2.790, 1.325)
H (-2.769, -0.582, 1.672)
H (0.290, 0.829, -1.683)
H (-0.032, -0.510, -0.555)
H (-1.341, 0.589, -1.027)
H (0.411, 3.225, -0.757)
H (-1.293, 2.977, -0.342)
H (-0.159, 3.552, 0.898)
H (2.703, 1.783, -0.643)
H (3.533, 0.752, 0.538)
H (2.375, 0.031, -0.600)
H (2.163, 3.196, 1.385)
H (1.168, 2.532, 2.720)
H (2.841, 1.983, 2.489)

Löwdin population analysis, charges in e, atoms 1 to 6: number 1, F, carries 0.0803; number 2, C, carries -0.2002; number 3, C, carries 0.0277; number 4, C, carries 0.0233; number 5, C, carries -0.1753; number 6, C, carries 0.1349

=====

Computed, not measured: a 2-piece molecular cluster, C30H31BF6O2S overall in a non-equilibrium geometry, with ωB97M-V/def2-TZVPD.

gap between HOMO and LUMO = 7.79 eV
LUMO level = -0.25 eV
SMILES = CC1(C)OB([C@@]2(c3ccccc3)C=CCC2)OC1(C)C.Cc1ccc(-c2cc(C(F)(F)F)cc(C(F)(F)F)c2)s1
charge = 0
calculated total energy = -63527.522 eV
2S+1 = 1
E_HOMO = -0.2953 hartree

Atoms and positions in Å:
C (-3.773, -1.194, 2.150)
C (-2.922, -0.858, 0.922)
C (-3.499, 0.386, 0.277)
O (-1.619, -0.490, 1.415)
B (-0.786, -1.520, 1.068)
C (0.581, -1.650, 1.773)
C (1.795, -0.847, 1.342)
C (2.257, 0.236, 2.095)
C (3.613, 0.578, 2.094)
C (4.490, -0.060, 1.215)
C (3.988, -0.977, 0.289)
C (2.648, -1.358, 0.353)
C (0.158, -1.415, 3.220)
C (0.016, -2.572, 3.900)
C (0.231, -3.783, 3.039)
C (0.863, -3.186, 1.757)
O (-1.180, -2.275, -0.001)
C (-2.615, -2.071, -0.089)
C (-3.239, -3.412, 0.282)
C (-2.940, -1.756, -1.531)
H (-4.785, -1.531, 1.880)
H (-3.278, -1.935, 2.799)
H (-3.891, -0.283, 2.751)
H (-4.546, 0.212, 0.001)
H (-3.465, 1.207, 0.997)
H (-2.912, 0.701, -0.595)
H (1.576, 0.799, 2.735)
H (3.983, 1.331, 2.794)
H (5.551, 0.194, 1.228)
H (4.662, -1.402, -0.458)
H (2.270, -2.102, -0.353)
H (0.076, -0.417, 3.653)
H (-0.241, -2.682, 4.953)
H (-0.718, -4.299, 2.833)
H (0.898, -4.549, 3.468)
H (1.945, -3.310, 1.860)
H (0.554, -3.716, 0.847)
H (-4.335, -3.330, 0.262)
H (-2.931, -4.151, -0.470)
H (-2.903, -3.791, 1.261)
H (-4.013, -1.568, -1.632)
H (-2.372, -0.907, -1.935)
H (-2.683, -2.627, -2.140)
C (-3.409, 4.612, -2.653)
C (-2.565, 3.417, -2.432)
C (-2.460, 2.282, -3.232)
C (-1.284, 1.522, -2.939)
C (-0.545, 2.038, -1.873)
C (0.822, 1.781, -1.519)
C (1.413, 2.581, -0.520)
C (2.793, 2.717, -0.487)
C (3.369, 3.706, 0.495)
F (3.048, 4.997, 0.168)
F (2.875, 3.490, 1.766)
F (4.729, 3.626, 0.573)
C (3.620, 1.994, -1.356)
C (3.017, 1.035, -2.171)
C (3.859, 0.140, -3.048)
F (3.514, -1.185, -2.863)
F (3.681, 0.396, -4.382)
F (5.202, 0.241, -2.794)
C (1.638, 0.876, -2.240)
S (-1.493, 3.304, -1.089)
H (-3.794, 4.564, -3.673)
H (-4.233, 4.622, -1.937)
H (-2.842, 5.542, -2.522)
H (-3.155, 2.061, -4.048)
H (-0.938, 0.657, -3.497)
H (0.759, 3.124, 0.163)
H (4.697, 2.126, -1.324)
H (1.177, 0.114, -2.872)

Löwdin population analysis, charges in e, atoms 1 to 6: number 1, C, carries -0.0071; number 2, C, carries -0.4303; number 3, C, carries -0.0186; number 4, O, carries 0.1502; number 5, B, carries -0.6563; number 6, C, carries -0.2367

=====

These records have ΔE to the lowest compared entry with this formula, charge and spin values of 103.72; 0.00 kcal per mole, in the order they appear.